100
Properties=species:S:1:pos:R:3 method="wB97M-V/def2-TZVPD" e_lumo_ev=-2.117 fmax_ev_per_a=18.9 relative_energy_kj_mol=1615.2 charge=+1 orbital_gap_ev=7.1713
H -3.42500 -3.04465 0.81419
H 2.97796 -6.03692 -0.80736
O -1.97935 0.26630 1.60634
O -0.45146 2.55784 0.47115
H 3.15996 -5.43502 -2.63409
H 3.27765 -0.67289 3.00440
O -4.82324 -4.02017 2.01593
H 1.84003 -4.63164 0.51993
H 1.72527 -1.54226 -3.41147
H -6.00266 0.40966 2.52501
H 0.00788 0.45832 -4.13902
H -1.90121 2.79229 -4.46359
C 0.17103 3.08606 -4.53633
H 0.95549 -4.47362 -2.66311
C -1.00174 1.02620 -3.76454
O -4.77646 -4.75991 4.10641
H 1.87903 -1.44712 3.56726
C 2.64655 -5.77799 -1.84260
O 0.51163 -1.60093 2.82769
H 4.95518 -0.94242 -1.25496
H -6.44856 1.15774 1.07525
O -0.72433 4.86732 0.39226
Li -0.01551 0.55841 0.12238
C 3.04815 -1.62224 3.16108
O 3.11427 -0.58770 -1.80091
H 4.53281 -0.96785 -3.01700
O 1.49019 0.87262 -1.20146
O -0.00228 4.00702 2.17158
O -1.42345 2.03820 -0.59646
H 0.92759 5.49395 3.21335
H 3.27855 -1.89175 -3.88285
C 4.51492 -0.51875 -2.01967
O 3.63264 1.51047 -1.55022
C -1.78900 6.78124 1.41357
C 0.49798 -2.66091 -1.21802
N 0.89247 -1.06296 1.82281
H -0.11229 -2.73649 -2.17947
H -4.37436 2.23844 4.11790
H -4.45031 -1.27714 2.43412
H 5.61911 1.32383 -0.32235
H 1.26675 -2.48047 1.52492
C 4.77152 1.02959 -2.03807
O 3.10836 -2.68882 2.30344
H 1.99813 -6.66711 -2.44604
C 2.88391 -2.65598 -1.96881
H -2.12255 -1.09918 1.07309
H 0.84788 2.99824 -3.75097
H 3.59523 -3.38971 -2.33171
O -1.22891 2.94304 -2.58862
C -2.86074 1.08807 1.93274
H 2.72961 -1.62262 0.69412
C 2.26564 -2.46996 1.21143
C -0.36776 3.71394 0.95101
C -0.05126 5.29455 2.62795
C -3.87934 -2.03692 2.41204
C 2.50059 -2.28687 -3.31086
N 1.72860 -3.44052 -1.16842
O -2.82519 1.86113 2.92747
C 2.63135 0.64424 -1.48221
H 0.39709 2.70346 -5.51495
C 2.26017 -3.66737 0.24137
C -4.04829 2.53719 3.08253
H -0.77819 5.44530 3.46501
C -0.50360 5.97780 1.31974
C -4.33925 -2.90736 1.32398
H 6.23723 2.49808 -1.48507
C -4.87659 2.18332 1.85559
H -5.07127 -2.35181 0.76040
C -4.52087 -3.92136 3.34434
H 3.62675 -1.90306 3.87239
C -6.19308 1.40670 2.15569
C 5.91673 1.41150 -1.32136
H 2.31519 -3.15127 -4.00066
C 1.46569 -4.80153 -1.75984
C -2.45430 -1.39624 2.24516
H -1.65040 -2.05668 2.44921
H 3.13809 -1.90077 -1.23108
H -3.95769 3.63426 3.11423
H 0.58337 -5.14310 -1.12908
H -0.17667 -3.14621 -0.66197
H 4.78480 1.59909 -2.95818
H 0.81147 -1.62875 -0.92822
H -1.92958 7.43630 2.11083
O -1.10003 0.82885 -2.37547
H -2.63184 6.03760 1.52874
O 0.49392 -1.48845 0.72736
H -7.02491 2.32020 2.50571
H 0.44353 6.61458 1.09392
H 3.40186 -3.86867 0.28865
H -2.35889 -0.63174 2.90639
O -3.96063 -2.87567 3.56458
C -1.04865 2.56401 -3.91859
H -4.96941 2.99264 1.17276
H 6.71233 0.65991 -1.24565
H -1.70265 0.77602 -4.35992
H -1.91491 7.23246 0.52835
O 0.93812 0.21910 1.88182
C -1.28260 2.00378 -1.78867
H 0.04730 4.10163 -4.77267
O -4.02630 1.18707 1.26300


9
Properties=species:S:1:pos:R:3 method="wB97M-V/def2-TZVPD" e_lumo_ev="-1.396 / -1.395" fmax_ev_per_a=2.2 relative_energy_kj_mol=191.2 orbital_gap_ev="6.5093 / 6.5117"
P -0.15379 -1.24469 0.39921
H -1.23381 0.99582 -0.41710
S 0.24352 -1.52238 -1.63750
C -0.93587 0.43951 0.55942
H 2.70912 -1.59008 -1.76564
H -1.84100 0.59862 1.18975
S 1.96850 -2.70757 -1.76831
S 0.63254 0.78261 1.48059
S 1.58998 2.38768 0.87938


25
Properties=species:S:1:pos:R:3 method="wB97M-V/def2-TZVPD" e_lumo_ev="-0.615 / -2.003" fmax_ev_per_a=3.7 multiplicity=6 orbital_gap_ev="6.6156 / 6.4959"
C 4.73766 -0.39607 1.08518
C 1.39231 1.85035 -1.58876
C -3.02217 -1.72159 1.33440
H -4.05403 -2.01535 1.14105
H 0.42693 2.33127 -1.73196
H -2.99874 -1.32880 2.35075
O 2.32290 0.43956 1.12292
H -1.66666 0.99388 2.10226
Cl 5.30019 -2.05662 1.33478
H 1.79497 1.60272 -2.57370
Cl 5.31511 0.24729 -0.49954
H 2.08754 2.54654 -1.13229
H -2.44778 -2.64317 1.35493
H -3.89228 1.24173 -1.09922
C -3.68734 0.16241 -1.21069
Re -2.21343 -0.50262 -0.00856
O 2.85420 -1.46924 0.07283
Tm 1.17509 -0.43511 -0.91512
C -2.05136 1.03953 1.05775
H -1.85301 2.02329 0.56530
Cl 5.17442 0.67080 2.38360
H -3.34988 0.00826 -2.25627
C 3.17989 -0.49045 0.83627
Cl 0.13345 -1.73166 -2.62388
H -4.65799 -0.36694 -1.10204


15
Properties=species:S:1:pos:R:3 method="wB97M-V/def2-TZVPD" e_lumo_ev=-5.495 fmax_ev_per_a=4.5 relative_energy_kj_mol=465.3 charge=+1 orbital_gap_ev=8.5952
H 1.96709 1.98800 1.45449
C -0.72580 -1.75812 -1.25152
N -0.24994 -1.20066 -0.09098
N -0.79303 1.72817 1.49011
H -1.38883 -1.01624 -1.85466
H 0.21139 -3.49136 -0.85834
C -0.50087 -3.05747 -1.43781
H -1.65155 1.39469 1.83391
H 1.57086 2.58124 0.06882
H -1.01141 -3.56059 -2.32971
N -0.25438 0.00628 0.10243
C 0.13753 1.06268 0.71957
C 1.44628 1.64448 0.50592
H -0.89633 2.75636 1.52259
H 2.13901 0.92255 0.12517


80
Properties=species:S:1:pos:R:3 method="wB97M-V/def2-TZVPD" e_lumo_ev="-2.520 / -4.742" fmax_ev_per_a=2.9 relative_energy_kj_mol=185.0 charge=+1 multiplicity=3 orbital_gap_ev="7.2767 / 5.5176"
C 17.71477 14.11784 9.36557
H 13.78321 10.60940 14.84073
H 16.31689 16.52737 7.38632
H 19.79635 12.28136 11.78840
H 19.69071 13.09210 7.20804
H 14.98154 14.18799 9.39065
C 11.79413 8.00899 7.08100
C 14.01002 14.24140 8.87622
C 18.69906 16.26060 9.83713
C 12.04546 11.72178 11.69682
C 13.18370 13.08783 8.80887
C 15.46012 13.26639 13.49358
H 21.12507 11.98445 7.65297
C 13.46468 7.37476 12.65703
H 12.02063 11.70940 12.77716
C 14.70980 13.81799 15.73824
C 18.59783 10.09932 8.56316
C 15.94858 8.49739 12.05473
H 12.77622 9.33926 13.07071
H 15.95729 13.55309 12.57221
H 15.94086 15.15400 14.40062
H 20.97731 11.25322 10.87254
H 20.80093 13.42461 8.57111
H 12.46281 16.20132 6.55494
C 14.84392 9.32561 12.37074
H 11.16039 11.07068 11.34660
N 17.71576 12.74463 9.43352
H 13.77163 10.73345 6.65944
C 12.62291 15.33471 7.23344
C 16.97996 16.12732 8.13711
H 16.66841 6.52466 11.80213
C 16.99417 14.75521 8.30778
C 20.30126 12.63193 8.01702
C 17.85194 16.89950 8.90343
C 14.22013 11.61288 14.75320
C 13.08579 10.01158 8.61347
H 19.34894 9.31487 8.53084
F 16.69818 13.95118 7.20947
H 11.98493 9.25947 10.30657
C 11.40432 8.17562 8.46275
H 14.23124 16.27923 8.31432
H 13.33796 8.30645 5.65758
H 10.82253 14.33013 6.78036
N 15.01507 9.27484 7.42892
C 13.69265 15.36458 8.17043
C 14.13815 12.56156 15.83011
S 16.75979 8.02700 5.65807
Au 15.99622 11.83869 9.90908
H 11.75736 12.73779 11.33902
H 17.78924 9.74650 9.18502
H 16.94493 9.00745 11.84282
H 10.66210 7.51873 8.83878
P 14.84816 11.12842 11.92370
C 12.14362 9.10721 9.19681
H 18.17151 10.29050 7.56401
C 15.76530 8.64622 6.70494
H 19.41274 16.91112 10.37759
C 14.91438 11.97859 13.53216
C 15.46464 14.14318 14.56492
C 14.57439 6.55126 12.28707
C 11.75962 14.27891 7.27566
P 13.62983 11.44320 9.49647
H 11.26452 12.37089 8.09413
H 11.33176 7.19978 6.46655
H 14.50933 14.62098 16.48127
C 18.64295 14.92398 10.10233
C 11.98462 13.15174 8.04049
C 15.81796 7.10219 12.05172
C 12.83726 8.68585 6.53186
H 19.23006 14.46050 10.90460
H 19.44584 10.54414 11.52762
N 13.31085 11.31540 11.17524
C 13.62498 8.76912 12.75585
Si 19.15905 11.78325 9.28275
H 12.54708 6.89357 12.99332
C 13.59683 9.78108 7.23124
C 19.91797 11.41335 11.02072
H 13.70667 12.27920 16.76962
H 17.95724 17.93887 8.69983
H 14.44501 5.51138 12.35014


44
Properties=species:S:1:pos:R:3 method="wB97M-V/def2-TZVPD" e_lumo_ev=4.173 fmax_ev_per_a=4.4 charge=-2 orbital_gap_ev=4.7932
H 0.17553 3.82119 -0.90267
C -3.06527 1.10400 1.93752
C 1.86902 -1.33604 -3.22068
C -2.98558 0.46845 -1.96648
H 1.87142 -0.62242 -0.81015
H -3.98885 1.50041 1.50802
O 1.49613 -1.71752 -4.34783
H -2.60886 1.88288 2.56972
H -1.28334 2.82496 -0.89350
O -3.47369 0.87706 -0.80142
C 1.96496 0.72217 0.80155
H -0.73595 3.66745 0.57510
H -3.41066 0.38880 2.70532
H 2.22780 2.20987 -0.76950
H -0.18302 0.60415 3.00000
O 3.19847 -1.62964 -2.84890
O -1.10353 -2.56058 -0.72447
H 3.44463 -1.93293 -3.73846
C -0.40783 3.11171 -0.30847
H 3.75718 1.32281 1.56367
H 1.44371 0.67962 1.75979
H 2.03686 2.76627 0.85312
H 1.55238 -1.28927 0.56927
O -3.76767 0.36610 -2.94893
C -0.21361 -0.46757 3.18570
H -1.19222 -0.57803 3.66680
H 0.08990 -2.16168 2.35489
C -1.29012 -3.46447 -1.59656
H 4.05231 0.51217 -0.01549
O -1.70819 0.19659 -2.06249
C 1.64322 2.02635 0.13873
O -0.03952 -1.26941 2.02404
H 0.53002 -0.78391 3.92382
O -1.52379 -4.75830 -1.11800
Be -0.39927 -0.27357 -0.28751
C 3.48054 0.48112 0.90737
O -1.30643 -3.22835 -2.80010
H -1.67335 -5.05095 -2.04135
N 1.38392 -0.42382 0.06678
H -2.80484 0.59767 0.09244
H 3.72293 -0.40732 1.48961
O -2.21588 0.57242 0.97819
O 0.29930 1.91627 -0.02154
O 1.14124 -0.66474 -2.44696


28
Properties=species:S:1:pos:R:3 method="wB97M-V/def2-TZVPD" e_lumo_ev="-0.528 / -0.956" fmax_ev_per_a=4.3 relative_energy_kj_mol=362.3 orbital_gap_ev="7.2193 / 6.6908"
H -1.86236 3.30077 -0.16681
C -1.37207 -0.77312 1.81967
C 2.18335 1.14516 0.11381
C 1.60846 -1.08381 -0.60395
C -1.54587 2.21795 -0.23850
H 2.04610 2.18597 0.02951
H 0.83939 -1.78217 -0.91298
H 3.21926 -2.49437 -0.69998
H -0.30819 -1.15411 1.57949
N -0.44605 1.85708 -0.71698
C 1.22205 0.22622 -0.41986
C -1.91896 -1.16805 -0.55964
H 4.24562 1.48409 0.45116
C 3.54292 0.79510 0.18758
C -2.39284 1.22237 0.57796
C 2.95227 -1.45827 -0.43498
N -2.65018 -0.90655 -1.71865
N -0.07541 0.59996 -0.62032
C 3.88303 -0.52716 -0.13542
C -1.91768 -0.23130 0.56234
H -3.50316 1.42129 0.33643
H -1.95363 -1.68520 2.17697
H -2.94312 -0.03801 -2.01964
H -1.35849 0.06473 2.64318
O -1.38676 -2.28109 -0.46963
H -2.70050 -1.64266 -2.36569
H 4.94164 -0.85567 0.03624
H -2.34884 1.56083 1.56867


93
Properties=species:S:1:pos:R:3 method="wB97M-V/def2-TZVPD" e_lumo_ev="-2.324 / -2.300" fmax_ev_per_a=2.8 relative_energy_kj_mol=10.3 charge=+1 multiplicity=7 orbital_gap_ev="7.4481 / 7.4855"
C -2.43633 1.62458 3.12541
C 0.35454 -1.20775 -4.27180
N -1.01176 -0.72553 -4.37696
H 4.67274 -0.16717 -2.10760
C -3.91572 -0.76738 -4.31926
H -4.33856 -0.48051 -1.67688
O 1.59013 -1.78181 -0.20024
C 4.91034 -0.95297 -1.40879
Br 5.83889 -4.31350 1.69041
H -4.28433 -0.00144 -5.00325
H 1.69041 2.35391 5.20686
C -2.24097 -3.14191 -1.28488
H 0.89268 -4.35985 0.57889
H 7.52541 -2.62710 -0.05198
N -0.21873 2.15113 -1.62442
H 2.75740 5.56511 1.01361
C -0.06513 -4.15629 -1.32467
C 0.03392 -3.97733 0.04707
C 0.91958 1.62090 5.45397
H -3.72883 0.40476 6.54949
H 0.43025 -1.90939 -3.44040
C -1.59763 0.93450 3.99004
C 0.01165 4.76931 -2.61604
H 1.06446 -0.39114 -4.09918
H 0.61895 -1.71415 -5.19990
C -3.30930 -2.41087 0.87793
H 3.76937 -0.81019 3.91578
H -5.22351 1.64955 5.03827
H -0.47390 0.71397 -5.77490
C 1.33713 -0.61532 2.66685
C -0.74837 3.83096 -3.26048
C -3.67979 0.27382 -2.10920
O 2.10862 -0.26120 -1.68939
H 1.87557 -1.27080 2.00507
C 2.15029 4.87762 0.44431
H 0.09260 5.77697 -2.99762
H 1.18366 1.11904 6.38533
O -1.15519 -0.65742 -2.11619
C 1.27848 2.59600 0.17649
H -4.39982 2.41179 2.84110
C 0.56989 3.05997 -0.99082
C 6.22061 -1.32655 -1.16051
C 6.50651 -2.32972 -0.24801
C -2.05846 0.49340 5.22692
C 5.46278 -2.95696 0.41395
H 3.60076 0.87422 4.42315
H 3.06801 -0.42050 5.49377
C 1.79614 -0.04882 3.83245
C 0.69393 4.40947 -1.43648
C 3.87419 -1.58644 -0.73376
H 0.72775 -4.65135 -1.86458
C -1.20514 -3.73583 -1.98764
H -2.21871 0.53894 -5.53644
C -3.36431 0.75596 5.59693
H -1.48316 1.81911 -3.20719
O 1.18189 1.37078 0.56706
C -3.74221 1.87687 3.50826
N -3.03168 -0.21784 -3.30969
H -3.81592 -3.24144 1.37100
H -0.02338 2.14525 5.58923
C 3.13701 -0.11106 4.45333
C -2.14740 -2.93460 0.08731
H -2.97362 -1.71509 1.64339
C -0.84801 2.54400 -2.71515
N 0.79402 0.65244 4.40093
H -3.14920 -2.87375 -1.80538
C -1.28269 -0.00419 -5.60443
H -1.30448 -3.90115 -3.05048
H -4.77932 -1.21718 -3.82634
O -0.81919 -0.37570 1.53412
Cl 1.62483 6.94846 -1.18907
H 3.33482 -3.08651 0.69179
Cl 2.85336 3.02827 2.28398
H -1.31742 -0.69278 -6.45238
C 0.00773 -0.16323 2.46794
N -0.29322 0.61006 3.56581
H -3.40273 -1.53909 -4.88816
C -1.71045 -0.53932 -3.23459
C 4.15059 -2.60086 0.17889
H -1.27150 4.06473 -4.17586
H 7.03524 -0.83119 -1.66490
H -1.40867 -0.06567 5.88410
H -0.93286 -3.26609 1.82329
H -2.06073 1.94193 2.16328
C -0.98707 -3.34905 0.74519
Eu 0.16158 -0.23762 -0.44392
H -4.27086 1.15631 -2.35758
H -2.92445 0.54140 -1.36553
C 2.04186 3.55421 0.85667
C 2.45335 -1.17503 -0.90091
C 1.49100 5.29975 -0.68804
C -4.20621 1.44771 4.74117
H -4.03405 -1.91156 0.24106


Number 1: E_tot -2642.23675 a.u.. Number 2: E_tot -1973.95046 a.u.. Number 3: E_tot -3389.80025 a.u.. Number 4: E_tot -321.11409 a.u.. Number 5: E_tot -3125.21509 a.u.. Number 6: E_tot -1327.93278 a.u.. Number 7: E_tot -666.34026 a.u.. Number 8: E_tot -6364.84788 a.u..